1.
{
  "formula": "C7H10N3OPS",
  "method": "ωB97M-V with the def2-TZVPD basis set",
  "fmax_ha_per_bohr": 0.102,
  "smiles": "NP(N)(=O)S/C=N/c1ccccc1",
  "relative_energy_kj_mol": 0.00,
  "orbital_gap_ev": 8.8,
  "homo_energy_ev": -8.420,
  "elements": ["C", "C", "C", "C", "C", "C", "C", "N", "N", "N", "O", "P", "S", "H", "H", "H", "H", "H", "H", "H", "H", "H", "H"],
  "positions_angstrom": [[-4.30004, -0.41149, -0.48543], [-3.43167, -1.30959, 0.08891], [-3.95207, 0.96320, -0.44021], [-2.11807, -0.89382, 0.40110], [-2.67627, 1.37478, -0.21663], [-1.74854, 0.42584, 0.27105], [0.59848, 0.29700, 0.27717], [-0.44354, 0.91712, 0.52781], [4.51555, -0.59081, 1.16281], [4.37432, 0.48487, -1.22461], [2.57168, -1.36737, -0.60952], [3.40524, -0.32541, -0.07431], [2.08306, 1.14624, 0.73436], [-5.37900, -0.69490, -0.71957], [-3.80733, -2.38289, 0.33859], [-4.76808, 1.63269, -0.57550], [-1.32752, -1.58290, 0.61248], [-2.54421, 2.44282, -0.18665], [0.65641, -0.63771, -0.15554], [5.37896, -0.04291, 1.43956], [4.36256, -1.48674, 1.58239], [3.79310, 0.68475, -1.92288], [4.75697, 1.35724, -0.82538]]
}

=====

2.
{
  "formula": "C5H8N2S",
  "method": "ωB97M-V with the def2-TZVPD basis set",
  "fmax_ha_per_bohr": 0.055,
  "smiles": "[H]/N=C(/NC=C)C(C)=S",
  "relative_energy_kj_mol": 155.13,
  "orbital_gap_ev": 7.0,
  "homo_energy_ev": -8.333,
  "elements": ["C", "C", "C", "C", "C", "H", "H", "H", "H", "H", "H", "H", "H", "N", "N", "S"],
  "positions_angstrom": [[-2.72492, 0.58126, 0.12388], [-1.55826, -0.27970, 0.00400], [-0.24978, 0.38960, -0.13233], [2.17397, -0.08802, -0.03858], [3.16179, -0.99485, 0.13307], [-2.71017, 1.19024, 1.04513], [-3.62596, -0.06174, 0.12770], [-2.77364, 1.15492, -0.80782], [-0.90528, 2.16749, -0.15964], [0.60015, -1.45129, -0.21938], [2.38421, 0.96719, -0.10470], [4.23401, -0.75403, 0.24090], [2.85096, -2.04636, 0.10429], [-0.02958, 1.66065, -0.06659], [0.85152, -0.48950, -0.19647], [-1.67901, -1.94587, -0.05345]]
}

=====

3.
{
  "formula": "C34H35F9OP3Pt",
  "method": "ωB97M-V with the def2-TZVPD basis set",
  "fmax_ha_per_bohr": 0.005,
  "charge": 3,
  "orbital_gap_ev": [8.4, 6.0],
  "homo_energy_ev": [-16.727, -17.547],
  "multiplicity": 5,
  "s_squared": 6.023,
  "elements": ["Pt", "C", "P", "C", "C", "C", "C", "C", "C", "C", "P", "C", "C", "H", "H", "H", "H", "H", "H", "H", "H", "H", "H", "H", "H", "H", "H", "H", "H", "F", "C", "F", "F", "C", "C", "C", "C", "C", "C", "P", "C", "C", "C", "C", "C", "C", "C", "F", "F", "F", "C", "C", "C", "C", "C", "C", "C", "F", "F", "F", "H", "H", "H", "H", "H", "H", "H", "H", "H", "H", "H", "H", "C", "C", "C", "O", "H", "H", "H", "H", "H", "H", "H"],
  "positions_angstrom": [[-0.04667, -0.29303, 0.78092], [-4.93163, -0.64307, 1.52985], [-3.27628, -1.30734, 1.71088], [-2.92264, -1.58472, 3.45899], [-2.98032, -2.72421, 0.67139], [-4.11694, -3.27563, 0.07039], [-4.03499, -4.43652, -0.68771], [-2.81025, -5.04799, -0.85977], [-1.66319, -4.48545, -0.30009], [-1.71473, -3.32375, 0.45709], [-0.12272, -2.64137, 1.03632], [0.24045, -3.30973, 2.67859], [1.16392, -3.34910, -0.02277], [-5.67011, -1.32579, 1.95970], [-5.16493, -0.44946, 0.48480], [-4.96856, 0.29564, 2.08376], [-3.19097, -2.61021, 3.72324], [-3.53343, -0.89603, 4.04369], [-1.87588, -1.40449, 3.69332], [-5.08673, -2.81929, 0.20838], [-4.92865, -4.85224, -1.13221], [-2.72618, -5.95383, -1.44390], [-0.72102, -4.97782, -0.49205], [0.31248, -4.39688, 2.60490], [-0.53472, -3.06789, 3.40069], [1.19418, -2.91564, 3.03171], [1.26124, -4.42258, 0.14574], [2.11640, -2.88371, 0.23472], [0.94319, -3.15617, -1.07144], [7.66314, -0.83582, -0.42035], [7.29500, 0.33038, -0.95511], [7.70128, 0.36255, -2.22699], [7.90796, 1.31475, -0.29083], [5.78792, 0.51870, -0.88001], [5.21653, 1.56550, -1.59521], [3.85261, 1.78321, -1.52104], [3.06541, 0.93251, -0.73465], [3.64765, -0.11169, -0.01442], [5.01452, -0.31845, -0.08774], [1.31067, 1.19821, -0.67863], [0.88420, 2.91798, -0.70123], [1.57442, 3.75075, 0.18857], [1.28069, 5.10288, 0.22647], [0.30238, 5.61189, -0.61691], [-0.38045, 4.78952, -1.50793], [-0.09622, 3.43825, -1.55307], [-0.04423, 7.09079, -0.60037], [-1.34218, 7.24669, -0.30876], [0.18117, 7.62529, -1.80258], [0.67474, 7.75124, 0.30573], [0.40185, 0.20037, -1.86768], [1.06545, -0.64453, -2.76313], [0.34307, -1.58209, -3.47626], [-1.02875, -1.73180, -3.24968], [-1.70234, -0.89981, -2.37646], [-0.99929, 0.08610, -1.68290], [-1.75331, -2.85675, -3.96306], [-1.52255, -2.83480, -5.26646], [-1.30468, -4.04032, -3.47989], [-3.07055, -2.80909, -3.75029], [5.83898, 2.20906, -2.20289], [3.40754, 2.60703, -2.06467], [3.03736, -0.74294, 0.62166], [5.48533, -1.11462, 0.47188], [2.35374, 3.35382, 0.82878], [1.81095, 5.76077, 0.90058], [-1.12257, 5.21332, -2.17159], [-0.61141, 2.80765, -2.26519], [2.13374, -0.55253, -2.90818], [0.83884, -2.21224, -4.20449], [-2.77323, -0.99008, -2.26002], [-1.53905, 0.82143, -1.09528], [0.23595, 1.45844, 3.06855], [-1.00945, 1.96258, 2.34066], [-2.21511, 2.15761, 3.23719], [-1.36123, 1.09570, 1.25117], [0.22814, 1.74731, 4.12035], [1.16768, 1.81395, 2.62881], [0.26676, 0.34828, 3.10420], [-0.77697, 2.91205, 1.83478], [-2.43647, 1.24670, 3.79717], [-3.08512, 2.45806, 2.65579], [-2.01081, 2.94453, 3.96250]]
}

=====

4.
{
  "formula": "H2NO2P",
  "method": "ωB97M-V with the def2-TZVPD basis set",
  "fmax_ha_per_bohr": 0.077,
  "smiles": "O=N[PH2]=O",
  "relative_energy_kj_mol": 412.32,
  "orbital_gap_ev": 8.4,
  "homo_energy_ev": -9.256,
  "elements": ["N", "O", "O", "P", "H", "H"],
  "positions_angstrom": [[-0.88893, -0.53018, -0.52184], [-1.68520, -1.15872, 0.11057], [-0.43013, 1.38080, 0.27928], [0.47181, 0.22796, 0.06144], [1.28726, 0.30316, -1.04871], [1.24520, -0.22302, 1.11926]]
}

=====

5.
{
  "formula": "C3H4N2O3",
  "method": "ωB97M-V with the def2-TZVPD basis set",
  "fmax_ha_per_bohr": 0.160,
  "smiles": "Nn1cc(O)c(=O)o1",
  "relative_energy_kj_mol": 492.70,
  "orbital_gap_ev": 8.5,
  "homo_energy_ev": -8.291,
  "elements": ["C", "C", "C", "H", "H", "H", "H", "N", "N", "O", "O", "O"],
  "positions_angstrom": [[0.04373, -1.18857, -0.08205], [-1.26361, -0.49476, -0.04146], [-0.93589, 0.83752, 0.05169], [2.35167, 0.86116, 1.03997], [2.84131, 0.58075, -0.60066], [0.57373, -2.13616, -0.18909], [-2.98305, -0.13280, -0.04333], [2.40830, 0.00335, 0.23194], [0.97306, -0.15660, -0.24241], [-2.48933, -0.94380, 0.08184], [-1.88228, 1.65717, 0.02187], [0.36236, 1.11275, -0.22829]]
}

=====

6.
{
  "formula": "C22H41BrI2NiOSi2",
  "method": "ωB97M-V with the def2-TZVPD basis set",
  "fmax_ha_per_bohr": 0.015,
  "orbital_gap_ev": [6.8, 6.9],
  "homo_energy_ev": [-7.640, -7.638],
  "elements": ["Ni", "I", "C", "I", "H", "H", "C", "C", "C", "C", "C", "C", "C", "Br", "C", "O", "C", "C", "C", "C", "C", "C", "H", "H", "H", "H", "H", "H", "H", "H", "H", "H", "H", "H", "H", "H", "H", "H", "H", "H", "H", "H", "C", "Si", "C", "C", "C", "Si", "C", "C", "C", "H", "H", "H", "H", "H", "H", "H", "H", "H", "H", "H", "H", "H", "H", "H", "H", "H", "H", "H"],
  "positions_angstrom": [[-1.20703, -0.71705, -0.74321], [-3.58835, 0.21959, -1.42709], [-4.07038, -0.97989, -3.10657], [-2.88541, -0.53852, -4.80152], [-5.10688, -0.79165, -3.35493], [-3.90901, -2.01066, -2.81756], [5.29973, 2.20950, 0.41715], [4.27887, 3.32577, 0.15745], [4.56821, 3.96994, -1.20575], [4.45049, 4.39511, 1.23594], [2.87051, 2.73050, 0.15676], [2.52043, 1.78711, -0.80206], [1.26000, 1.24083, -0.76351], [0.75734, -0.02611, -2.10589], [0.26345, 1.54715, 0.17827], [-0.88887, 0.90903, 0.16971], [0.60033, 2.54408, 1.12018], [1.89090, 3.07527, 1.08144], [-0.34667, 3.08413, 2.20692], [-1.78370, 2.55156, 2.15195], [-0.43730, 4.61372, 2.07890], [0.22852, 2.72505, 3.58625], [6.31600, 2.61190, 0.40667], [5.23891, 1.42946, -0.34374], [5.12346, 1.74475, 1.38924], [5.55694, 4.43511, -1.20227], [3.82735, 4.73811, -1.43546], [4.55114, 3.23440, -2.01165], [5.46239, 4.80175, 1.18625], [4.30722, 3.98461, 2.23776], [3.75073, 5.22227, 1.09789], [3.21822, 1.47489, -1.56897], [2.14019, 3.81284, 1.83163], [-2.25275, 2.75629, 1.18992], [-2.36222, 3.05441, 2.93158], [-1.82883, 1.47844, 2.32772], [-0.86572, 4.89233, 1.11382], [0.53411, 5.10084, 2.16875], [-1.08256, 5.01162, 2.86604], [0.34562, 1.64374, 3.68328], [-0.44577, 3.06786, 4.37531], [1.20337, 3.18687, 3.75187], [-0.26658, -5.48120, -1.41491], [-0.82627, -3.80862, -2.07013], [-2.30860, -4.14897, -3.17845], [0.54098, -3.21196, -3.21357], [-1.14133, -2.62099, -0.66051], [-2.40542, -3.07504, 0.64889], [-4.15365, -3.31258, -0.00591], [-1.95345, -4.66066, 1.55160], [-2.46360, -1.72181, 1.96119], [0.06939, -6.11391, -2.24056], [-1.06618, -6.01113, -0.89616], [0.56706, -5.37911, -0.71508], [-2.04769, -4.97251, -3.84939], [-2.54824, -3.29594, -3.81459], [-3.20578, -4.44777, -2.63435], [0.82258, -4.02682, -3.88621], [1.43575, -2.90757, -2.66674], [0.21761, -2.37058, -3.83332], [-0.16534, -2.56741, -0.13340], [-4.21877, -4.10940, -0.74890], [-4.57171, -2.40404, -0.43994], [-4.80063, -3.59462, 0.82997], [-2.13898, -5.54926, 0.94731], [-2.55263, -4.74661, 2.46248], [-0.90027, -4.67164, 1.84244], [-2.66142, -0.72421, 1.56233], [-1.51243, -1.66339, 2.49826], [-3.24740, -1.94924, 2.68917]]
}